Density functional theory data (the ωB97M-V functional and the def2-TZVPD basis) for the molecule C4H8O2.

Last columns: bonded neighbours and bond lengths (Å).
Positions of all 14 atoms, in Å:
1 C -1.054 -1.218 1.315  O2 1.413, H7 1.101, H8 1.100, H9 1.093
2 O -0.250 -1.097 0.159  C1 1.413, C3 1.391
3 C -0.437 0.127 -0.476  O2 1.391, C4 1.517, C5 1.496, H10 1.094
4 C 0.491 1.221 0.016  C3 1.517, C5 1.502, H11 1.091, H12 1.086
5 C 0.687 0.605 -1.340  C3 1.496, C4 1.502, O6 1.389, H13 1.088
6 O 1.787 -0.180 -1.665  C5 1.389, H14 0.963
7 H -2.061 -1.579 1.057  C1 1.101
8 H -1.150 -0.260 1.846  C1 1.100
9 H -0.565 -1.935 1.980  C1 1.093
10 H -1.469 0.355 -0.759  C3 1.094
11 H 1.129 0.827 0.808  C4 1.091
12 H 0.195 2.261 0.119  C4 1.086
13 H 0.398 1.209 -2.197  C5 1.088
14 H 2.298 -0.337 -0.863  O6 0.963

LUMO	0.0385	hartree
E_HOMO	-9.46	eV
SMILES string	CO[C@H]1C[C@H]1O
HOMO-LUMO gap	10.51	eV
E_tot	-8370.743	eV
strongest force on any atom	0.00598	hartree/bohr
net charge	0
energy above the lowest of the compared OMol25 structures with the same formula, charge and spin	244.97	kJ/mol

Atom charges from the Löwdin analysis, given in e for atoms 1 to 2: atom 1 (C): -0.098, atom 2 (O): -0.141